{"formula": "CH17NO6", "method": "ωB97M-V/def2-TZVPD", "e_above_lowest_ev": 0.6191, "lumo_energy_ev": [-4.34, -10.04], "orbital_gap_ev": [8.6059, 2.9047], "e_homo_ha": [-0.4757, -0.4757], "charge": 1, "spin_multiplicity": 2, "s_squared": 0.75, "symbols": ["H", "H", "H", "H", "O", "H", "H", "H", "H", "C", "H", "O", "O", "H", "H", "H", "H", "O", "O", "H", "O", "H", "N", "H", "H"], "positions_angstrom": [[0.0550, 0.0421, 1.1758], [0.0816, 0.5728, -2.3096], [-1.2435, -2.2378, 0.3052], [2.9143, 2.4195, 0.4525], [0.0142, -0.8178, 0.7454], [-1.3307, -2.2657, -1.1911], [-1.6911, -0.8450, -4.6285], [-1.0750, 1.4783, -1.7700], [0.0944, -0.5187, -0.1767], [2.7015, 2.6422, 1.5068], [-2.5535, -0.4943, -3.3896], [-0.6006, 0.6546, -1.6382], [-1.5564, -2.8051, -0.4205], [2.3256, -1.2633, 2.1825], [2.9543, 3.6691, 1.7742], [-3.1656, -2.2300, -1.0688], [-4.4709, -1.3917, -0.7466], [-1.7951, -0.2126, -3.9126], [2.5129, -1.7154, 3.0115], [3.4164, -2.0327, 2.9123], [-4.0422, -1.9523, -1.3867], [3.2778, 1.9909, 2.1709], [1.2987, 2.3916, 1.7582], [0.7874, 3.2039, 2.1324], [1.0906, 1.7174, 2.5114]], "lowdin_spin": [0.00, 0.00, 0.00, 0.05, 0.00, 0.00, 0.00, 0.00, 0.00, 0.12, 0.00, 0.00, 0.00, 0.00, 0.02, 0.00, 0.00, 0.00, 0.00, 0.00, 0.00, 0.02, 0.75, 0.02, 0.02]}


{"formula": "C32H43BrN2P2Pb", "method": "ωB97M-V/def2-TZVPD", "lumo_energy_ev": -7.96, "orbital_gap_ev": 5.4281, "e_homo_ha": -0.4919, "charge": 2, "symbols": ["C", "H", "C", "H", "H", "H", "H", "C", "C", "C", "H", "C", "H", "C", "C", "H", "C", "H", "C", "H", "C", "H", "H", "C", "H", "C", "P", "C", "N", "C", "H", "C", "H", "H", "Pb", "C", "H", "H", "N", "H", "H", "H", "C", "H", "C", "C", "C", "C", "H", "H", "H", "H", "H", "H", "C", "H", "C", "H", "C", "H", "H", "H", "C", "H", "H", "C", "C", "C", "H", "C", "H", "P", "H", "H", "C", "H", "H", "C", "Br", "H", "H"], "positions_angstrom": [[-5.3834, -5.1820, -0.6346], [-1.3472, -3.3667, -1.2986], [-3.0106, 2.2350, 0.4392], [-0.7054, -0.4358, -3.0712], [-1.7219, -1.5026, 2.5607], [-0.4661, 3.0800, -5.4240], [-3.8427, 2.0642, -0.2586], [5.4951, -1.0498, 4.0701], [-1.1300, -1.6530, 1.6507], [3.8072, 0.0169, -4.8863], [1.1361, 4.6244, 1.2638], [-1.6033, -2.4661, 0.6119], [4.7510, 0.1717, -4.3472], [-6.2842, -6.2445, -0.7918], [-5.8398, -7.0418, 1.3096], [1.4709, 4.2590, -0.4180], [4.1904, -0.5643, 4.2605], [-5.2265, -4.4845, -1.4484], [-0.3280, 2.4377, 2.2550], [-1.5379, -2.1326, -4.8044], [0.5246, -2.4126, -0.5976], [2.5645, -0.8428, -3.3359], [6.9469, 0.5479, 6.7135], [-0.8437, -2.7690, -0.5260], [-2.0443, -0.4456, -5.0126], [5.0192, 1.0380, 5.8505], [-0.0957, 2.7178, 0.4636], [0.1598, -1.1261, 1.4942], [2.2160, -2.1145, 3.6326], [-1.1788, -1.1179, -5.0307], [-1.8732, 3.9058, 2.7966], [3.0817, -1.3547, 3.8386], [7.4769, -1.1046, 4.9326], [-0.6906, 5.4418, -1.1149], [0.3784, 0.2791, -1.0553], [0.9205, -1.4998, 0.4079], [-0.2269, 4.4109, 3.2213], [0.6813, 2.1771, 2.6132], [-6.5130, -7.1401, 0.1653], [2.9204, 0.8941, -3.1316], [3.7124, 0.7513, -5.6886], [-0.9398, 1.5276, 2.3474], [-0.2028, 5.5994, -0.1450], [-0.6040, 1.7593, -3.0941], [6.2214, 0.3375, 5.9233], [-4.9160, -6.0149, 1.5567], [-2.8774, -3.0829, 0.7429], [-0.0879, 3.3291, -4.4278], [1.1631, -2.7931, -1.4015], [-6.0303, -7.7988, 2.0717], [0.4526, 6.4755, -0.2569], [3.0968, 1.2138, 4.8745], [-0.7712, -1.1025, -6.0481], [0.5037, -1.5950, -3.7497], [6.4961, -0.6334, 4.9575], [-1.6697, 1.7935, -1.1290], [4.0096, 0.6295, 4.9761], [0.5704, -0.3827, 2.1735], [-4.6893, -5.0348, 0.5773], [-3.2899, 3.0425, 1.1213], [-0.8725, 3.8903, -3.8927], [-1.9387, 3.5155, -0.9351], [-1.7621, 2.5935, -0.3598], [-0.9861, 5.8775, 0.5712], [-6.8318, -6.3599, -1.7274], [-0.1323, -0.7260, -3.9792], [2.6656, 0.1169, -3.8654], [-0.8961, 3.5497, 3.1338], [3.8185, -0.9714, -5.3593], [0.3144, 2.0940, -3.6099], [-4.3917, -5.9876, 2.5028], [0.9972, 0.6305, -4.5066], [5.7230, -1.7684, 3.2802], [4.8591, 1.8790, 6.5192], [-3.7662, -3.9303, 0.7637], [1.0756, 2.3935, -2.8721], [-1.0368, 3.1557, 4.1492], [0.6438, 4.4018, 0.3026], [2.6440, 0.0794, 0.6731], [-2.9038, 1.3128, 1.0242], [0.7810, 3.9827, -4.5582]], "mulliken_charge": [-0.43, 0.58, -1.60, -0.31, 0.55, 0.40, 0.46, -0.39, -0.85, -1.34, 0.52, 0.96, 0.37, -0.33, -0.30, 0.46, 0.64, 0.39, -0.34, 0.41, -0.73, 0.15, 0.41, -0.43, 0.34, -0.54, 0.76, 0.36, -0.48, -1.61, 0.24, 0.15, 0.38, 0.26, 0.86, -0.61, 0.32, 0.29, -0.53, 0.22, 0.36, 0.22, -1.24, -0.13, -0.42, -0.44, -1.23, -1.48, 0.59, 0.37, 0.41, 0.36, 0.40, 0.31, -0.50, -0.31, -0.32, 0.69, 0.31, 0.35, 0.32, 0.36, 0.41, 0.32, 0.36, 0.63, 0.08, -1.30, 0.33, 0.59, 0.42, -0.21, 0.40, 0.38, 0.69, 0.09, 0.42, -0.71, -0.16, 0.28, 0.38]}


{"formula": "C2H5P", "method": "ωB97M-V/def2-TZVPD", "e_above_lowest_ev": 2.3712, "lumo_energy_ev": 0.20, "orbital_gap_ev": 9.3660, "e_homo_ha": -0.3368, "symbols": ["H", "H", "H", "P", "H", "C", "C", "H"], "positions_angstrom": [[0.9629, 1.7254, 1.0680], [-0.1221, -1.5447, -1.2994], [1.4328, 0.1716, 0.3779], [-0.9534, 0.3601, 0.6223], [0.9688, 1.3036, -0.6962], [-1.1418, -1.1157, -0.0960], [0.7858, 0.9561, 0.3266], [-1.9330, -1.8564, -0.3032]], "nbo_charge": [0.23, 0.13, 0.24, 0.70, 0.24, -0.84, -0.94, 0.23]}


{"formula": "C11H14N2", "method": "ωB97M-V/def2-TZVPD", "e_above_lowest_ev": 3.0573, "lumo_energy_ev": 0.81, "orbital_gap_ev": 9.6452, "e_homo_ha": -0.3245, "smiles": "Cc1c[nH]cn1.Cc1ccccc1", "symbols": ["C", "H", "H", "C", "C", "H", "C", "H", "H", "H", "C", "C", "H", "C", "H", "N", "H", "H", "C", "C", "H", "C", "C", "H", "H", "N", "H"], "positions_angstrom": [[1.6091, -0.7105, -0.9163], [0.6782, -1.1960, -0.4894], [-0.9978, -3.8658, 2.8996], [0.3706, 3.3879, -1.2362], [1.4305, 3.1148, -0.4807], [-0.1046, 4.4402, -1.2425], [-0.4770, -2.8288, 2.7464], [0.6356, -2.8227, 3.1665], [-1.6883, -3.2056, -0.0160], [-0.2305, 0.4779, -2.7964], [-0.1852, 2.4645, -2.1295], [-1.4130, -2.3033, 0.4620], [1.7795, -1.4749, -1.7828], [1.3499, 0.7883, -1.2690], [-2.2738, 0.7973, 0.9124], [-1.1260, -0.6203, 2.0314], [2.4529, -0.9669, -0.1094], [1.8557, 3.8572, 0.0613], [1.9308, 1.7827, -0.5617], [-0.8953, -1.9811, 1.6601], [2.5905, 1.5939, 0.2738], [-1.7166, -0.0732, 0.9869], [0.4002, 1.1189, -2.1772], [-2.1706, -0.7874, -1.0155], [-1.0474, 2.5701, -2.6169], [-1.8132, -0.9971, -0.1083], [-0.9442, -2.5603, 3.7473]], "nbo_charge": [-0.65, 0.24, 0.23, -0.22, -0.20, 0.20, -0.67, 0.24, 0.23, 0.21, -0.19, -0.09, 0.22, -0.04, 0.20, -0.45, 0.22, 0.21, -0.20, 0.05, 0.21, 0.21, -0.20, 0.41, 0.20, -0.58, 0.24]}


{"formula": "C38H41I2N2NiO2Se2Te", "method": "ωB97M-V/def2-TZVPD", "lumo_energy_ev": [-0.16, -1.19], "orbital_gap_ev": [7.0784, 6.2803], "e_homo_ha": [-0.2660, -0.2746], "spin_multiplicity": 4, "s_squared": 3.77, "symbols": ["H", "O", "C", "H", "C", "N", "C", "C", "C", "C", "H", "H", "C", "C", "O", "H", "C", "H", "N", "H", "H", "C", "H", "Te", "C", "H", "C", "H", "C", "H", "H", "C", "C", "H", "C", "H", "H", "C", "H", "H", "C", "H", "H", "C", "C", "H", "C", "H", "C", "C", "H", "H", "H", "C", "C", "H", "H", "C", "H", "C", "H", "C", "H", "H", "I", "H", "C", "C", "Ni", "C", "C", "H", "I", "C", "H", "H", "H", "C", "Se", "C", "C", "H", "C", "H", "H", "H", "Se", "H", "C"], "positions_angstrom": [[3.2859, 1.5865, 0.9590], [-0.2678, -1.6677, -0.6868], [-1.4742, -2.0588, -0.5344], [-5.8123, -0.7952, 0.5669], [3.9217, -2.2931, 4.4586], [-2.0943, 0.1350, 0.0720], [-4.3352, 0.7513, 0.5824], [1.1049, -5.3908, 2.3781], [-2.2106, -2.6425, 4.9809], [4.3721, -2.6025, 2.1450], [-0.4909, 2.0680, -2.7831], [2.1833, 2.8456, 3.8573], [1.4616, 2.3332, 4.4753], [3.6106, 0.6888, 0.4405], [1.1935, 2.1393, 1.7473], [-3.4372, -4.8387, -0.6954], [2.1020, -2.3691, 2.8914], [-2.8473, -5.0493, 5.9505], [0.4998, 0.0024, 1.8633], [-5.0288, 1.5359, 0.8397], [1.2017, -6.4183, 2.0391], [-2.5030, -1.1363, -0.1330], [1.8906, 3.4575, 6.2436], [0.0121, -2.2673, 2.4496], [2.3206, 2.0751, -1.8355], [5.0718, -2.7532, 1.3355], [-0.9090, 2.8280, -2.1247], [4.2623, -2.1903, 5.4799], [6.3183, -2.5128, 3.7169], [1.6568, 4.1031, -1.4832], [2.2946, 3.2865, -0.0399], [-1.4841, -6.3516, 4.9549], [2.6062, -2.7371, 0.4226], [6.5161, -2.5988, 4.7828], [4.8456, -2.4738, 3.4427], [4.6010, 0.8167, 0.0073], [2.5643, -3.8004, 0.1829], [-4.1563, -2.8974, -0.1668], [1.3861, -3.0180, 5.8170], [-3.0913, -2.8027, 5.5966], [-1.8769, -3.3852, -0.7119], [-1.9765, 2.6505, -2.0204], [0.1874, 2.2986, 7.5985], [-0.4524, -6.4040, 4.0298], [-1.5648, -3.9512, 4.6395], [-0.0234, -7.3605, 3.7642], [1.7155, 3.1467, -0.9516], [1.7431, 1.9494, -2.7573], [-0.5304, -4.0202, 3.7086], [-4.7727, -0.5374, 0.4143], [-2.6088, 2.0574, 0.5945], [3.3369, -2.2867, -0.2538], [6.7774, -3.3570, 3.2044], [1.6231, -2.0546, 5.3611], [0.3335, 2.0256, 6.5640], [0.8847, -4.7576, 1.5195], [3.3519, 2.3230, -2.1088], [3.0159, -2.5506, 1.8494], [0.6920, -1.6003, 5.0256], [-2.9768, 1.0468, 0.4224], [6.7879, -1.5983, 3.3514], [2.5557, -2.2386, 4.2042], [-2.4674, -8.2452, 4.8320], [-0.9395, -0.0339, 4.1964], [-0.3769, -4.7460, -1.2834], [-2.7484, -7.3836, 6.3454], [-0.2924, 0.7024, 4.6597], [0.7888, 1.1378, 2.4171], [0.0240, 0.2724, -0.0780], [0.0238, -5.2637, 3.4011], [-0.4539, 1.0402, 5.9922], [-2.5062, -2.1157, 4.0721], [-6.1348, -3.6058, 0.1133], [-2.0035, -7.6096, 5.5864], [-0.7390, 3.8167, -2.5450], [1.6298, -2.2935, 0.2293], [-1.2175, 0.5558, 6.5829], [-2.0278, -5.1110, 5.2475], [2.3450, 0.2919, -0.9836], [-3.1852, -3.8001, -0.5411], [-3.8536, -1.5420, 0.0486], [2.0570, -5.0761, 2.8029], [1.2940, 2.6716, 5.8037], [2.0684, -1.4125, 6.1202], [3.5929, -0.1543, 1.1260], [-1.5189, -2.0075, 5.5307], [-0.0805, 2.6998, -0.3289], [-1.1899, -8.1753, 6.0402], [0.6711, 1.3460, 3.8955]], "lowdin_spin": [0.00, 0.05, 0.00, 0.00, 0.00, 0.04, 0.00, 0.01, 0.01, 0.00, 0.00, 0.00, 0.00, 0.01, 0.04, 0.00, 0.01, 0.00, 0.44, 0.00, 0.00, 0.00, 0.00, 0.33, 0.01, 0.00, 0.01, 0.00, 0.00, 0.00, 0.00, 0.00, 0.01, 0.00, 0.00, 0.00, 0.00, 0.00, 0.00, 0.00, 0.01, 0.00, 0.00, 0.01, 0.00, 0.00, 0.00, 0.00, 0.10, 0.00, 0.00, 0.00, 0.00, 0.01, 0.00, 0.01, 0.00, 0.00, 0.01, 0.01, 0.00, 0.00, 0.00, 0.00, 0.00, 0.00, 0.00, 0.04, 1.67, 0.02, 0.00, 0.01, 0.00, 0.00, 0.00, 0.00, 0.00, 0.00, 0.06, 0.00, 0.00, 0.00, 0.00, 0.00, 0.00, 0.00, 0.04, 0.00, 0.01]}


{"formula": "C6H12OSSi", "method": "ωB97M-V/def2-TZVPD", "e_above_lowest_ev": 4.0744, "lumo_energy_ev": -1.15, "orbital_gap_ev": 5.1609, "e_homo_ha": -0.2321, "symbols": ["O", "H", "H", "C", "C", "H", "C", "C", "H", "H", "C", "H", "H", "C", "H", "Si", "H", "S", "H", "H", "H"], "positions_angstrom": [[0.1169, -0.0930, 1.4580], [-2.4822, 0.2542, 0.1176], [1.5449, -2.4380, 1.0060], [-1.1048, -0.8957, 1.4549], [-1.3227, -0.9844, -1.1845], [2.5596, 1.5966, 1.2354], [2.0498, 1.8166, 0.3558], [2.0317, 3.0438, -0.0441], [1.3569, 3.4045, -0.8236], [-0.6340, 1.0168, -2.1173], [-1.9575, -0.7688, 0.2054], [2.6600, 3.8444, 0.4156], [-2.0130, -0.9146, -1.9692], [-0.2697, 0.1316, -1.5383], [0.4336, -0.2801, -2.1495], [0.6913, 0.5433, 0.0881], [-1.5421, -0.6281, 2.5332], [2.3970, -3.1516, 0.2434], [-0.7874, -1.9735, 1.6067], [-1.0050, -1.9989, -1.2438], [-2.7233, -1.5253, 0.3502]], "nbo_charge": [-0.89, 0.20, 0.06, -0.08, -0.40, 0.25, -0.72, -0.27, 0.19, 0.26, -0.45, 0.22, 0.22, -0.90, 0.27, 2.00, 0.22, -0.86, 0.23, 0.25, 0.24]}


What did the fourth record say?
{"formula": "C11H14N2", "method": "ωB97M-V/def2-TZVPD", "e_above_lowest_ev": 3.0573, "lumo_energy_ev": 0.81, "orbital_gap_ev": 9.6452, "e_homo_ha": -0.3245, "smiles": "Cc1c[nH]cn1.Cc1ccccc1", "symbols": ["C", "H", "H", "C", "C", "H", "C", "H", "H", "H", "C", "C", "H", "C", "H", "N", "H", "H", "C", "C", "H", "C", "C", "H", "H", "N", "H"], "positions_angstrom": [[1.6091, -0.7105, -0.9163], [0.6782, -1.1960, -0.4894], [-0.9978, -3.8658, 2.8996], [0.3706, 3.3879, -1.2362], [1.4305, 3.1148, -0.4807], [-0.1046, 4.4402, -1.2425], [-0.4770, -2.8288, 2.7464], [0.6356, -2.8227, 3.1665], [-1.6883, -3.2056, -0.0160], [-0.2305, 0.4779, -2.7964], [-0.1852, 2.4645, -2.1295], [-1.4130, -2.3033, 0.4620], [1.7795, -1.4749, -1.7828], [1.3499, 0.7883, -1.2690], [-2.2738, 0.7973, 0.9124], [-1.1260, -0.6203, 2.0314], [2.4529, -0.9669, -0.1094], [1.8557, 3.8572, 0.0613], [1.9308, 1.7827, -0.5617], [-0.8953, -1.9811, 1.6601], [2.5905, 1.5939, 0.2738], [-1.7166, -0.0732, 0.9869], [0.4002, 1.1189, -2.1772], [-2.1706, -0.7874, -1.0155], [-1.0474, 2.5701, -2.6169], [-1.8132, -0.9971, -0.1083], [-0.9442, -2.5603, 3.7473]], "nbo_charge": [-0.65, 0.24, 0.23, -0.22, -0.20, 0.20, -0.67, 0.24, 0.23, 0.21, -0.19, -0.09, 0.22, -0.04, 0.20, -0.45, 0.22, 0.21, -0.20, 0.05, 0.21, 0.21, -0.20, 0.41, 0.20, -0.58, 0.24]}